# C53H47N3O3S4Zr

A structure of composition C53H47N3O3S4Zr at a distorted geometry (ωB97M-V/def2-TZVPD, the Open Molecules 2025 dataset).

Atoms and positions in Å:
1 Zr 0.6390 0.4754 -0.7038
2 S -2.7600 -2.8348 4.1651
3 S 0.9758 2.9861 0.0942
4 S -4.0251 -1.6544 1.6437
5 S 0.8357 1.5144 -3.0331
6 O 0.7758 -1.3307 -1.5904
7 O -1.2723 0.9041 -0.6201
8 O 2.5985 0.4700 -0.5646
9 N -1.8746 -0.7042 3.0281
10 N 1.0307 -0.7407 1.2018
11 N -1.6919 0.2813 2.0778
12 C 2.2500 -3.6097 -1.3470
13 C 1.0641 5.3240 -1.3038
14 C 1.2610 -5.9423 -0.2382
15 C 3.1043 -4.6794 -1.1032
16 C 2.8557 0.7598 1.8101
17 C -1.8837 -1.6108 -2.6501
18 C -2.3174 -4.0780 -3.8261
19 C -1.3259 -3.9257 -2.8607
20 C 4.6541 3.9316 -1.5454
21 C 0.7742 -2.9247 2.0997
22 C 0.9881 3.8217 -1.4603
23 C 4.0378 2.2853 0.1108
24 C 4.5324 3.1262 1.1007
25 C -0.6752 -2.1467 0.1839
26 C 6.9768 -0.6845 1.0347
27 C 5.8694 0.1449 1.1422
28 C -2.9071 4.6033 0.2670
29 C 2.1357 -0.5521 1.9530
30 C 6.9930 -1.7210 0.1097
31 C 4.1159 2.6981 -1.2193
32 C 0.9461 3.2530 -2.6784
33 C 5.0726 4.3639 0.7744
34 C 0.9747 4.1138 -3.9339
35 C -2.1332 2.9771 -1.3062
36 C 1.9006 -2.7430 2.8723
37 C -4.3110 -2.5423 5.1102
38 C 5.1388 4.7733 -0.5491
39 C 0.4195 -4.8612 -0.4556
40 C 0.9064 -3.6752 -1.0083
41 C 5.8856 -1.9218 -0.7031
42 C -2.8435 -1.5434 2.8665
43 C -2.6235 4.2368 -1.0399
44 C -5.4485 -3.4951 4.8514
45 C -6.6191 -5.5427 5.4058
46 C -2.2934 2.3645 1.0374
47 C -7.5715 -5.2789 4.4319
48 C -2.7700 3.6585 1.2670
49 C 3.5068 0.8671 0.3865
50 C -6.4286 -3.2238 3.8980
51 C 4.7519 -0.0512 0.3341
52 C -2.8758 -1.7630 -3.6038
53 C -7.4710 -4.1140 3.6807
54 C 0.0241 -2.4355 -1.2123
55 C 2.6129 -1.5548 2.7745
56 C 2.6135 -5.8514 -0.5485
57 C -1.8719 2.0513 -0.2888
58 C -1.0963 -2.6927 -2.2541
59 C -3.3936 1.5875 3.2327
60 C -2.3799 1.3588 2.1319
61 C -5.5647 -4.6609 5.6042
62 C 0.3858 -1.9173 1.2244
63 C -3.0965 -2.9968 -4.2018
64 C 4.7786 -1.0894 -0.5917
65 H 2.6062 -2.6932 -1.7939
66 H 3.7019 2.0507 -1.9830
67 H 0.4553 5.6276 -0.4496
68 H -0.6264 -4.9494 -0.1845
69 H -8.2149 -3.8882 2.9252
70 H -3.4045 2.6197 3.5771
71 H -2.7727 4.9422 -1.8513
72 H 0.1936 -3.8334 2.1637
73 H -2.4698 -5.0501 -4.2825
74 H -3.8609 -3.1121 -4.9625
75 H 3.9097 -1.2025 -1.2234
76 H -1.3165 -2.9772 0.4612
77 H 1.8779 4.7333 -3.9791
78 H 7.8404 -0.5167 1.6689
79 H 4.6790 4.2447 -2.5836
80 H 4.1586 -4.5927 -1.3397
81 H -3.0218 3.9484 2.2772
82 H 2.0960 5.6328 -1.0968
83 H 3.6164 0.8496 2.5835
84 H -6.3417 -2.3254 3.3014
85 H 5.5453 5.7466 -0.7991
86 H -4.3906 1.3275 2.8645
87 H 2.2380 -3.5268 3.5402
88 H 3.5272 -1.4052 3.3331
89 H 5.8843 -2.7222 -1.4353
90 H -4.8159 -4.8878 6.3566
91 H 5.4311 5.0154 1.5637
92 H -8.3833 -5.9767 4.2614
93 H -3.2460 5.6054 0.5026
94 H 0.1066 4.7826 -3.9841
95 H -4.0050 -2.6274 6.1529
96 H 5.8893 0.9643 1.8526
97 H 7.8604 -2.3652 0.0248
98 H -3.4902 -0.9138 -3.8779
99 H 3.2766 -6.6865 -0.3538
100 H -6.7006 -6.4337 6.0180
101 H -0.7273 -4.7853 -2.5973
102 H 0.9523 3.4711 -4.8123
103 H -1.2927 -1.2550 0.0586
104 H 0.8608 -6.8576 0.1838
105 H -1.7271 -0.6385 -2.2095
106 H -4.6003 -1.5136 4.9023
107 H -1.8748 2.6782 -2.3144
108 H -3.1596 0.9362 4.0712
109 H 4.4642 2.8429 2.1457
110 H 0.7103 5.8532 -2.1914
111 H 2.1456 1.5824 1.8868

Force components x, y, z for each atom (eV/Å):
0.59 0.46 -1.37
-0.04 -0.02 0.02
-0.08 0.28 -0.05
-0.23 0.09 0.05
0.11 0.41 -0.25
-0.51 -0.81 0.01
-1.59 0.66 0.66
1.90 0.20 0.71
0.02 0.39 0.26
0.29 -0.59 0.44
-0.14 -0.14 -0.41
0.03 -0.01 0.01
0.00 -0.07 0.01
0.00 0.03 0.00
-0.03 -0.02 -0.01
0.01 -0.20 -0.48
-0.03 -0.11 0.05
0.05 0.02 0.05
-0.03 0.08 0.01
0.02 -0.01 0.03
0.02 0.00 0.16
-0.01 0.05 0.07
-0.01 -0.05 -0.16
-0.05 -0.01 0.03
0.54 0.11 -0.30
0.02 0.00 0.02
-0.01 -0.06 0.07
0.00 0.05 -0.01
-0.03 0.08 -0.03
-0.09 -0.05 -0.02
-0.02 -0.05 0.06
-0.02 0.03 -0.18
0.02 0.00 0.01
-0.01 -0.08 0.12
0.11 -0.23 -0.14
0.02 0.02 0.00
0.19 -0.10 -0.32
-0.05 -0.02 0.00
0.04 -0.04 0.02
0.11 0.14 -0.28
0.01 0.06 0.03
0.26 -0.02 0.02
-0.04 0.07 -0.02
-0.01 0.05 0.06
0.02 0.00 -0.01
-0.04 -0.16 -0.35
0.00 0.03 0.00
0.10 -0.07 0.05
0.45 -0.01 0.24
0.04 -0.04 -0.05
-0.09 -0.15 -0.20
-0.07 -0.03 0.00
0.00 0.03 0.07
-0.65 -0.48 0.27
-0.09 -0.08 0.10
-0.02 0.02 0.00
-0.75 0.14 0.41
0.24 -0.03 -0.09
0.05 -0.04 -0.10
-0.02 -0.32 0.20
-0.01 -0.06 0.01
-0.13 0.06 0.05
0.02 -0.06 -0.04
-0.01 0.10 0.06
0.02 0.01 0.02
-0.03 0.03 -0.02
0.00 0.02 -0.04
0.00 0.04 -0.02
0.04 -0.02 0.00
-0.02 -0.03 0.02
0.04 -0.04 0.00
0.00 -0.02 -0.06
0.00 0.03 0.00
-0.01 0.01 0.05
0.02 -0.03 -0.02
-0.17 0.06 0.09
-0.05 0.00 -0.03
-0.02 0.02 0.00
-0.01 0.00 0.03
-0.03 0.01 -0.02
-0.05 0.00 -0.01
-0.02 0.02 -0.02
-0.05 0.01 0.09
0.05 0.01 -0.05
0.01 -0.01 -0.01
0.05 0.02 0.00
-0.02 0.00 -0.01
-0.02 0.06 0.02
0.00 0.02 0.02
0.00 0.05 -0.01
-0.01 0.00 -0.01
-0.01 0.03 0.01
-0.02 -0.02 0.01
0.05 -0.02 -0.02
-0.07 0.11 0.05
0.00 -0.03 -0.04
0.00 0.01 0.00
0.07 0.03 0.00
-0.01 0.01 -0.01
0.04 -0.02 -0.04
0.04 0.00 -0.02
0.03 0.04 -0.03
-0.23 -0.10 0.20
0.00 0.03 0.02
0.01 0.10 0.03
-0.05 0.01 0.04
0.08 0.01 -0.01
-0.01 -0.03 0.04
-0.01 0.02 -0.04
0.05 0.02 0.06
-0.01 0.09 0.12

The LUMO energy comes out at 4.09 eV. The calculation puts the energy above the lowest of the compared OMol25 structures with the same formula, charge and spin at 25.1 kcal/mol. As for the highest occupied orbital energy: -0.052 hartree. The value obtained for the gap between HOMO and LUMO is 5.513 eV. For the total energy, the calculation gives -4077.900535 Ha. As for the net charge: -2.



# C53H48N10OS3Y

A structure of composition C53H48N10OS3Y (ωB97M-V/def2-TZVPD, the Open Molecules 2025 dataset).

Atoms and positions in Å:
1 Y -1.0974 -1.3388 1.1823
2 S 0.7040 2.9247 -0.4185
3 S 1.7317 0.2991 -0.0104
4 S -1.8230 2.0157 0.5145
5 O -0.3460 -3.0652 -0.0367
6 N -1.9923 0.5554 0.5593
7 N 0.7680 -4.8847 -0.9071
8 N 0.9297 -0.5140 0.9182
9 N 1.9449 -5.5492 -0.6711
10 N -0.7966 2.6007 -0.5982
11 N -2.6456 -3.2363 1.5961
12 N -4.2625 -1.5675 4.4423
13 N -2.4581 -1.0587 3.3142
14 N -4.1823 -4.2676 2.7647
15 N 1.6952 1.9184 0.2193
16 C 2.6371 -4.8724 0.2586
17 C -3.2903 4.0041 -0.7223
18 C 2.3966 -6.6208 -1.5501
19 C 2.8809 4.2933 -3.4549
20 C -3.8321 -5.1188 1.7395
21 C -0.8426 -6.6877 -1.2411
22 C 0.6905 -3.8105 -0.0704
23 C -1.8876 -5.3360 -3.4357
24 C -4.4988 4.6178 -1.0137
25 C 1.9989 4.2280 -4.5304
26 C 1.7750 4.3965 1.6568
27 C 1.1768 3.4033 -2.0517
28 C 1.9423 5.5932 2.3398
29 C 6.1454 -0.5838 0.4161
30 C 3.9529 -1.1908 -0.3624
31 C -5.6765 2.9273 0.2460
32 C 0.7083 3.7466 -4.3614
33 C 3.9986 -5.2901 0.6968
34 C -0.0145 2.6068 4.0433
35 C -3.8390 -0.3485 4.9180
36 C -4.4786 2.2991 0.5411
37 C 0.9790 4.3967 0.5211
38 C 1.3232 6.7493 1.8852
39 C -2.8779 -4.4666 1.0242
40 C 0.2797 3.3259 -3.1087
41 C 1.4123 0.0638 -1.7566
42 C 2.3844 0.4676 -2.6708
43 C -5.6856 4.0833 -0.5272
44 C -0.3102 -5.4691 -1.6446
45 C -1.3441 2.7694 2.0635
46 C 0.8958 -0.1263 -4.4587
47 C -0.8217 -4.7881 -2.7374
48 C 5.2975 -1.4853 -0.2172
49 C -0.3955 2.0926 2.8134
50 C -3.4528 -3.1465 2.6394
51 C 0.1909 -0.4447 -2.1795
52 C -2.4197 -6.5597 -3.0525
53 C 2.1235 0.3610 -4.0264
54 C 3.4781 0.0232 0.1208
55 C 0.3503 5.5451 0.0491
56 C -0.0651 -0.5241 -3.5405
57 C -0.5747 3.7928 4.5029
58 C -3.3015 2.8513 0.0526
59 C 4.3107 0.9359 0.7545
60 C -1.8947 -7.2379 -1.9579
61 C -2.7249 -0.0429 4.2046
62 C -3.4129 -1.9618 3.4769
63 C 1.8902 -3.7847 0.6667
64 C -1.5065 4.4749 3.7285
65 C 0.5285 6.7276 0.7427
66 C 5.6539 0.6192 0.9043
67 C -1.9050 3.9643 2.5008
68 C 2.4743 3.8793 -2.1999
69 H 5.6895 -2.4152 -0.6078
70 H -2.3035 -8.1955 -1.6633
71 H 3.1457 3.9344 -1.3502
72 H 2.2448 3.4844 1.9924
73 H 0.0588 7.6348 0.3873
74 H -1.9372 5.4015 4.0850
75 H -3.2386 -6.9918 -3.6122
76 H -0.5555 -0.8083 -1.4883
77 H 0.7276 2.0867 4.6365
78 H 1.4658 7.6797 2.4192
79 H 0.0825 1.2165 2.4007
80 H 2.5629 5.6208 3.2256
81 H -2.6473 4.4826 1.9105
82 H -4.5145 5.5111 -1.6233
83 H 3.8821 4.6788 -3.5941
84 H 3.3350 0.8523 -2.3247
85 H -4.8444 -4.4877 3.4921
86 H -2.3519 -4.7875 0.1412
87 H -4.2864 -6.0860 1.6161
88 H 4.3134 -4.6774 1.5378
89 H -2.3600 4.4026 -1.0996
90 H 7.1962 -0.8174 0.5237
91 H -6.6061 2.5126 0.6122
92 H 6.3173 1.3180 1.3961
93 H 3.2830 -1.8867 -0.8533
94 H -4.3505 0.1712 5.7088
95 H 4.0141 -6.3348 1.0068
96 H -0.2817 4.1900 5.4663
97 H -0.3784 -3.8462 -3.0349
98 H -1.0161 -0.9124 -3.8828
99 H -6.6251 4.5674 -0.7582
100 H -4.4481 1.3896 1.1264
101 H 2.2679 -6.3305 -2.5910
102 H -0.2467 5.5178 -0.8547
103 H -0.7185 2.9459 -2.9497
104 H 2.1677 -3.0511 1.4029
105 H -2.2920 -4.8170 -4.2945
106 H 0.0275 3.7028 -5.2010
107 H -2.0923 0.8241 4.2884
108 H 0.6909 -0.2049 -5.5188
109 H 2.8769 0.6602 -4.7428
110 H -5.0870 -2.0527 4.7599
111 H 2.3221 4.5643 -5.5072
112 H -0.4385 -7.1964 -0.3735
113 H 3.9180 1.8747 1.1174
114 H 3.4524 -6.7844 -1.3576
115 H 4.7275 -5.1674 -0.1070
116 H 1.8584 -7.5471 -1.3665

Force components x, y, z for each atom (eV/Å):
-0.29 -0.41 0.25
0.22 0.13 -0.03
0.02 -0.02 0.08
-0.12 -0.07 -0.18
-0.11 0.18 0.07
0.07 0.06 0.11
-0.18 0.01 0.00
0.21 0.17 -0.23
0.10 -0.15 -0.07
-0.02 -0.06 -0.03
-0.08 0.14 -0.01
-0.20 -0.10 0.06
0.30 -0.03 -0.33
-0.15 -0.10 0.06
-0.11 -0.06 -0.01
0.06 -0.01 0.03
-0.07 -0.04 0.04
0.03 0.02 0.00
0.04 0.01 -0.02
0.01 0.07 0.03
0.03 0.02 0.05
0.12 0.06 -0.02
-0.02 0.00 -0.03
-0.03 0.00 0.01
0.00 0.00 -0.02
-0.07 0.04 -0.09
-0.15 -0.12 -0.12
-0.02 0.00 0.00
0.00 0.04 0.02
-0.03 0.02 0.03
-0.05 0.04 -0.02
0.00 -0.03 0.06
-0.02 0.01 -0.03
0.07 0.00 0.01
0.00 -0.07 -0.03
-0.01 0.04 -0.04
-0.02 -0.02 0.12
0.00 0.00 0.01
0.00 0.07 0.02
0.15 0.02 0.06
0.06 0.05 0.01
-0.10 0.00 0.05
0.02 -0.03 0.01
-0.02 -0.05 -0.03
-0.19 0.02 -0.04
0.03 0.02 -0.05
0.04 0.02 0.00
0.01 -0.03 -0.01
0.10 0.17 0.00
0.11 -0.18 -0.07
0.17 -0.01 -0.02
0.03 -0.03 0.05
-0.02 0.01 0.03
0.02 0.08 0.09
0.02 -0.02 0.03
-0.04 -0.06 -0.03
-0.04 0.01 -0.03
0.04 0.09 -0.06
-0.03 -0.07 -0.06
-0.01 0.03 -0.04
0.08 -0.06 0.03
0.08 0.25 0.21
-0.06 -0.01 -0.02
0.02 -0.03 0.03
0.00 0.01 0.01
0.00 -0.02 -0.01
0.04 -0.10 0.01
0.00 -0.03 -0.02
0.01 0.01 0.01
0.01 0.02 -0.01
0.00 0.01 -0.03
0.02 0.00 0.02
0.01 0.00 0.01
0.01 -0.02 0.00
0.01 0.01 0.01
0.04 0.16 0.05
-0.01 0.02 0.00
0.00 -0.01 -0.01
0.03 -0.22 0.10
-0.01 0.00 -0.01
-0.01 0.01 -0.01
-0.01 -0.01 0.01
-0.01 -0.01 -0.01
0.00 0.01 -0.02
0.00 0.01 -0.01
-0.01 0.02 0.02
-0.01 0.02 0.03
0.00 0.00 0.00
-0.01 0.00 0.00
-0.01 0.00 0.00
0.01 0.02 -0.01
0.00 -0.01 -0.01
0.02 0.02 0.00
-0.02 -0.02 -0.01
0.00 0.01 0.01
0.00 0.00 -0.02
-0.01 0.00 0.00
0.02 0.01 0.00
0.00 -0.01 0.00
-0.01 0.00 0.00
-0.01 0.04 0.00
0.01 0.02 0.01
-0.02 0.00 -0.02
0.01 0.00 0.01
0.00 0.00 0.01
0.01 0.00 0.00
-0.05 -0.03 -0.01
0.01 0.00 0.02
-0.01 0.00 0.00
0.01 0.01 -0.01
0.00 0.00 0.02
0.00 0.00 -0.02
0.03 -0.01 -0.01
0.00 0.01 0.01
-0.02 0.00 0.00
-0.05 0.01 0.04

The LUMO energy comes out at -6.30 eV. The calculation puts the energy above the lowest of the compared OMol25 structures with the same formula, charge and spin at 1.4 kcal/mol. As for the highest occupied orbital energy: -0.557 hartree. The value obtained for the gap between HOMO and LUMO is 8.857 eV. For the total energy, the calculation gives -3903.332655 Ha. As for the net charge: +3.